[1]
A single C3H2N2O2 molecule. Source: OMol25; level of theory: ωB97M-V/def2-TZVPD.

Strongest force on any atom, eV/A: 0.7
E, hartree: -375.371329
M, g mol⁻¹: 98.061
SMILES: O=CC(=O)N1C=N1

Positions of all 9 atoms, in Å:
O -0.1050 2.1615 -1.4470
C 0.5504 1.4938 -0.6896
C -0.1316 0.5581 0.3226
O -1.0244 0.9122 1.0441
N 0.4949 -0.7281 0.3513
C -0.3782 -1.8281 0.2183
N -0.2425 -1.6664 1.4359
H 1.6597 1.5159 -0.6640
H -0.8235 -2.4190 -0.5714

Mulliken atomic charge list, values in e, 2 entries: atom 1 (O): -0.3983, atom 2 (C): -0.0575


[2]
A single C3H2N2O2 molecule at a distorted geometry. Source: OMol25; level of theory: ωB97M-V/def2-TZVPD.

Strongest force on any atom, eV/A: 2.1
E, hartree: -375.429862
M, g mol⁻¹: 98.061
SMILES: [H]/N=C(/C#N)OC=O

Positions of all 9 atoms, in Å:
H -0.4531 2.7048 0.7733
N 0.1194 2.2749 0.0450
C 0.0831 1.0176 -0.0547
C 0.8013 0.2208 -1.0326
N 0.9609 -0.8607 -1.4179
O -0.6608 -0.0227 0.5988
C -0.3283 -1.4221 0.3710
O -1.1715 -2.1431 -0.0417
H 0.6489 -1.7696 0.7588

Mulliken atomic charge list, values in e, 2 entries: atom 1 (H): 0.2843, atom 2 (N): -0.5750


[3]
A molecular structure, C3H2N2O2 at a distorted geometry. Source: OMol25; level of theory: ωB97M-V/def2-TZVPD.

Strongest force on any atom, eV/A: 6.1
E, hartree: -375.265919
M, g mol⁻¹: 98.061

Positions of all 9 atoms, in Å:
C 0.7323 -0.7896 -0.5967
C -0.9041 -0.1641 0.3106
C 0.1506 0.4942 -0.2922
H 1.5192 -1.0572 -0.0071
H 0.8930 -1.2177 -1.6663
N -1.6614 0.6694 0.9946
N 0.3226 1.7561 0.2590
O -0.3419 -1.5572 0.0479
O -0.7104 1.8660 0.9502

Mulliken atomic charge list, values in e, 2 entries: atom 1 (C): -0.2408, atom 2 (C): 0.4989


[4]
A single C3H2N2O2 molecule at a distorted geometry. Source: OMol25; level of theory: ωB97M-V/def2-TZVPD.

Strongest force on any atom, eV/A: 3.6
E, hartree: -375.375755
M, g mol⁻¹: 98.061
SMILES: N#C/C=[N+](/[O-])C=O

Positions of all 9 atoms, in Å:
N -2.4541 -1.1460 -0.0037
C -1.7925 -0.2188 0.1881
C -0.7149 0.6835 0.3800
N 0.5615 0.4550 0.0909
O 1.4214 1.3848 0.3212
C 1.1253 -0.7323 -0.4174
O 0.4114 -1.6254 -0.6048
H -0.6965 1.7537 0.7063
H 2.1384 -0.5545 -0.6606

Mulliken atomic charge list, values in e, 2 entries: atom 1 (N): -0.3718, atom 2 (C): 0.1719